Entry 1:
Density functional theory data (ωB97M-V with the def2-TZVPD basis set) for an isolated molecule of C5H11NO in a non-equilibrium geometry.

```
18
C5H11NO | the OMol25 dataset | ωB97M-V with the def2-TZVPD basis set
H -2.7210 -1.9281 -0.6787
H 1.4626 3.0665 1.0186
H -0.4193 -0.6056 -1.8489
C -1.6783 -1.9715 -0.7985
C 1.2604 -0.5819 -0.2179
O 1.7967 -0.5520 -1.3262
H 2.1398 1.5145 0.9113
H -0.0872 1.8828 -0.7579
C -0.1836 -0.2177 0.2203
C -0.1473 1.3693 0.2473
H -1.4078 -2.2596 0.2685
N -1.0297 -0.6460 -1.0640
H -0.4401 -0.6933 1.1259
H -1.3953 -2.7691 -1.4609
H -1.0438 1.8689 0.5541
C 1.1299 1.8926 1.0454
H 1.9408 -0.9866 0.6729
H 0.8231 1.6167 2.0887
```

Output
E_HOMO: -0.32466 Ha
Relative energy (zero: lowest compared OMol25 entry of this formula, charge and spin): 3.382 eV
Strongest force on any atom: 0.1290 hartree/bohr
LUMO level: 0.9 eV
DFT total energy: -8898.3152 eV
Spin multiplicity: 1
HOMO-LUMO gap: 9.76 eV



Entry 2:
Density functional theory data (ωB97M-V with the def2-TZVPD basis set) for a structure of composition C33H51N3ORuSi3.

```
92
C33H51N3ORuSi3 | the OMol25 dataset | ωB97M-V with the def2-TZVPD basis set
C 2.1486 -4.9975 0.0841
H -1.3065 1.4112 -1.5698
C 0.0279 -3.5016 3.9209
H -2.7468 -0.5428 -0.5671
C -1.1658 -3.2147 -1.5135
C 2.0347 -1.3041 3.1426
H 4.2375 2.8774 -0.3969
H 0.7678 2.2288 1.9450
H -1.6492 -4.9728 1.2026
H -2.0395 1.1826 0.0281
H -3.5252 -1.1484 0.8911
Si -1.6601 -2.6637 0.2149
C 3.4851 2.5083 -2.3868
H -0.7242 -2.4002 -2.0922
C 4.3978 3.0233 -1.4607
C 4.8572 3.4061 -4.1680
H -1.0312 3.4791 2.8065
C -0.8353 -0.7064 4.0068
H 3.0718 0.5085 0.1219
C -0.0612 -2.0469 1.1448
H -1.2410 2.3092 -5.5332
C -4.6524 0.5000 4.3373
H -0.4537 -0.7765 5.0307
H -0.4922 0.9983 2.0356
H -0.8327 0.3429 3.7283
H 3.4647 -4.8075 -1.6185
C -0.2103 -0.7344 -4.4714
N -0.0248 1.6451 0.0945
O -3.2239 0.5525 2.4211
H -6.1423 1.7453 2.5917
H 0.1164 -3.2924 4.9904
H 2.3927 -6.0347 0.2730
C -0.9033 0.2146 -5.2065
H -1.5942 -0.0966 -5.9791
H -0.4756 -4.0599 -1.5323
C -1.4327 4.0000 0.7296
H 5.0369 3.5530 -5.2250
C -0.2072 1.9338 1.5564
C 0.9267 -3.0211 0.5968
C 2.4153 -2.9987 -1.1854
C 0.8855 1.0256 -3.2063
H -2.0767 -3.5188 -2.0367
H -0.3585 -1.7888 -4.6679
H -1.5108 3.7816 -1.4423
H -2.9440 3.2241 -0.6221
C -0.7053 1.5675 -4.9550
Ru 0.6200 -0.4860 -0.1032
C 5.5194 3.7216 -1.8779
H 0.3195 3.0263 -3.7794
H 2.2044 -0.3990 2.5503
H -5.0492 1.7528 1.2487
H -5.6946 0.6877 4.5872
H -4.0164 1.0869 5.0002
C -2.3421 -4.1324 1.1512
C 1.2216 -4.3484 0.8823
H -0.5022 4.5477 0.5745
H -4.4227 -0.5504 4.5052
H 0.7762 -4.2584 3.6895
H -3.7784 -1.9584 -0.6758
C -1.8544 3.2557 -0.5498
H -2.1835 4.7445 0.9945
C -1.3560 1.8030 -0.5528
C 5.7484 3.9138 -3.2344
H 2.2927 -1.0721 4.1784
H 0.7198 -4.8634 1.6863
C 3.7343 2.7075 -3.7460
H 2.7339 -2.0640 2.7859
C -4.3040 0.8502 2.9134
H 6.2159 4.1147 -1.1491
H 1.2185 -1.0838 -2.9206
C 2.7519 -4.3204 -0.9695
Si 1.9899 1.5700 -1.8034
H -2.2269 2.4795 2.0071
C 0.1786 1.9656 -3.9645
H 1.7124 2.8347 0.2315
H 0.5450 3.4726 -0.9000
H 6.6241 4.4584 -3.5623
C 0.6778 -0.3280 -3.4822
H 3.0490 -0.5985 -1.2465
H 2.8450 -2.4406 -2.0073
C 2.4514 0.1288 -0.6994
N -5.2376 1.5344 2.2123
C 0.9933 2.5489 -0.5408
H -1.8735 -1.0365 4.0056
H -2.6372 -3.8632 2.1666
N 1.5291 -2.3794 -0.4088
H 3.0463 2.3129 -4.4852
C -1.2768 2.9925 1.8618
H -3.2396 -4.4768 0.6298
C -3.0499 -1.4460 -0.0409
H -0.9621 -3.9298 3.7579
Si 0.2485 -1.8654 3.0219
```

Output
E_HOMO (spin up / spin down): -0.41255 / -0.40795 Ha
Relative energy (zero: lowest compared OMol25 entry of this formula, charge and spin): 0.000 eV
<S²>: 0.770
Strongest force on any atom: 0.0159 hartree/bohr
Total charge: +1
LUMO level (spin up / spin down): -3.5 / -3.2 eV
DFT total energy: -67778.0898 eV
Spin multiplicity: 2
HOMO-LUMO gap (spin up / spin down): 7.73 / 7.92 eV



Entry 3:
Density functional theory data (ωB97M-V with the def2-TZVPD basis set) for a cluster of 2 separate species, C7H8OS2 in total in a non-equilibrium geometry.

```
18
C7H8OS2 | the OMol25 dataset | ωB97M-V with the def2-TZVPD basis set
C 1.7837 0.2473 0.2896
C -2.3115 -0.1298 -0.6780
S 4.3470 -0.1968 -0.0465
C -3.2949 0.3666 0.3452
O -1.2973 -0.7635 -0.2184
H 3.6475 -2.5034 -0.0774
H 3.1525 1.9137 0.3047
H -2.9167 -0.6551 -1.4829
H 1.1045 -1.7940 -0.0101
H -2.8294 1.0611 1.0995
H -3.5527 -0.5077 1.0326
C 1.8979 -1.1293 0.2406
C 0.6103 0.9712 0.1835
H -1.9822 0.9471 -1.2761
H -4.2388 0.7365 -0.0555
C 3.2002 -1.5899 0.0047
C 3.0319 0.8338 0.3703
S -0.3520 2.1920 -0.0260
```

Output
E_HOMO (spin up / spin down): -0.23720 / -0.32291 Ha
Relative energy (zero: lowest compared OMol25 entry of this formula, charge and spin): 0.056 eV
<S²>: 2.045
Strongest force on any atom: 0.0931 hartree/bohr
LUMO level (spin up / spin down): -0.4 / -2.4 eV
DFT total energy: -31100.5244 eV
Spin multiplicity: 3
HOMO-LUMO gap (spin up / spin down): 6.03 / 6.41 eV



Entry 4:
Density functional theory data (ωB97M-V with the def2-TZVPD basis set) for a cluster of 4 separate species, C18H38Br2Cl2NO3Si in total in a non-equilibrium geometry.

```
65
C18H38Br2Cl2NO3Si | the OMol25 dataset | ωB97M-V with the def2-TZVPD basis set
C -1.4852 -0.6888 -0.3779
H -6.7933 0.0013 -0.0650
H 5.5553 0.5527 5.0138
H -0.1965 -0.4770 1.1426
H -2.0984 -2.6683 0.2523
H 2.4842 4.1764 -2.7800
H 4.0571 4.7210 -2.1463
H 2.8478 -1.4358 1.4275
H 2.1725 0.5697 1.1952
H 3.8700 0.0203 4.8245
H -0.2136 -3.8172 -1.4889
C -2.4277 -1.6378 0.3418
H -9.8861 -2.2116 -0.0167
H -8.5652 0.0822 0.0219
H 0.7290 -2.6398 -2.3813
H -0.6485 1.3935 1.5935
C -9.0003 -2.6668 -0.4622
H 5.5671 2.2757 1.6214
C 5.5944 2.1828 2.7038
C 4.5723 0.8269 4.6290
H 3.2557 -1.6432 -0.2874
C -3.8493 -1.5283 -0.1810
H -4.5473 -1.8957 0.5623
Br 2.3623 2.7627 0.1396
C 3.9562 4.6322 -4.2773
H -8.9212 -3.7007 -0.1382
H 4.2512 1.7288 5.1525
H 3.8680 3.0751 -2.7972
O 4.0045 0.4567 2.3483
H 5.3059 3.1312 3.1599
O 4.7008 5.5702 -4.4089
H 3.7162 4.3664 -6.3844
C 3.3643 3.9084 -5.4642
C 0.2478 -3.4407 1.4885
H 0.0319 -2.8885 2.3992
H -0.6449 -3.9907 1.2089
C -7.7191 -0.4434 -0.4223
H 3.6569 2.8569 -5.4465
H -7.7886 -0.3306 -1.5054
H 1.0507 -4.1352 1.7266
C 0.7186 -3.2506 -1.4885
H 0.4378 2.7006 2.0533
H 1.5339 -3.9728 -1.5149
H -9.1167 -2.6309 -1.5466
C 1.3963 1.2066 0.7890
H -0.0852 1.2337 -0.7399
C 4.6580 1.0942 3.1500
C 3.5665 4.1184 -2.9077
H 6.6111 1.9540 3.0265
H -3.9550 -2.1571 -1.0623
O -6.8648 -2.4397 0.5558
H 0.5987 1.1374 2.8072
N -0.0579 -0.6871 0.1472
H 2.2744 3.9562 -5.4275
H -1.8740 0.3149 -0.2108
C 0.3786 1.6361 1.8634
C 0.6731 0.5423 -0.3808
Cl -2.3866 -1.1405 2.0641
Cl -1.4976 -0.9577 -2.1097
Br 1.7698 0.1362 -1.9086
C -7.7672 -1.9059 -0.0495
Si 0.9022 -2.3506 0.1277
H -4.0898 -0.5062 -0.4639
C 2.6808 -2.0415 0.5400
H 3.0577 -3.0412 0.7640
```

Output
E_HOMO: -0.41157 Ha
Strongest force on any atom: 0.0238 hartree/bohr
Total charge: +1
LUMO level: -2.1 eV
DFT total energy: -199918.1455 eV
Spin multiplicity: 1
HOMO-LUMO gap: 9.05 eV



Entry 5:
Density functional theory data (ωB97M-V with the def2-TZVPD basis set) for a structure of composition C14H38N4O20SV2 in a non-equilibrium geometry.

```
79
C14H38N4O20SV2 | the OMol25 dataset | ωB97M-V with the def2-TZVPD basis set
H 12.5654 20.4468 2.6700
H 17.5442 14.9368 -1.1157
H 16.3661 14.7863 1.7698
N 19.8720 15.4603 4.1730
H 12.9079 14.1603 0.3119
O 12.3150 16.1104 -4.0575
O 10.4992 10.2740 5.2026
H 14.8945 15.7789 2.2209
C 15.8357 9.3341 -0.5767
C 13.1942 19.8782 1.9832
O 16.0252 10.1991 0.3448
C 12.0002 11.7923 4.3596
H 14.7723 11.8310 6.5373
O 20.6469 16.2675 4.6474
N 17.8728 16.4841 0.2385
S 14.1402 22.1643 1.1123
O 14.7022 9.3624 -1.0973
H 16.6266 13.0418 7.4460
O 15.4584 22.6968 1.1083
H 14.4047 21.4572 -1.0884
O 14.9242 12.5622 1.2549
H 13.4402 22.9345 -0.9773
C 13.0020 14.0357 1.3900
H 18.0026 15.3148 3.1606
H 14.4732 18.0869 2.0985
H 14.5921 13.1192 5.4792
H 12.8295 17.9021 2.7573
H 13.6914 14.5647 -1.7126
O 20.1311 14.3007 3.9571
H 16.0882 12.0446 5.3544
C 14.4214 13.7482 1.8390
O 13.2541 9.9657 1.3583
O 11.5583 14.5089 -2.8319
H 12.7320 21.2559 -0.5946
H 18.6709 16.9530 3.2414
H 17.9633 16.2546 4.6524
O 18.9073 16.0268 0.6723
C 18.5610 16.0145 3.7732
H 17.5064 8.0602 -0.1806
C 15.3046 14.9726 1.6202
O 17.5664 12.5168 -0.1428
C 13.5315 15.5223 -2.2036
H 13.8068 15.9420 4.8077
H 16.3968 16.3179 -1.2497
O 12.4783 11.3975 -0.6762
H 13.9437 17.4902 5.6139
N 12.3666 15.3469 -3.1184
O 16.0008 13.4953 6.8750
H 15.1441 15.1416 6.7081
H 17.5842 8.9270 -1.6893
H 14.4301 15.8737 -2.6938
O 14.3438 20.6024 1.5349
C 15.3816 12.5699 5.9971
O 17.7196 12.8187 2.3975
C 13.6635 18.5947 2.6203
H 18.0433 16.5603 -1.8002
O 12.1870 10.7630 6.4265
C 13.5753 21.9374 -0.5686
H 12.5963 12.6100 4.7527
H 15.2401 15.2615 0.5634
V 13.7287 10.9473 0.2174
O 13.1039 22.7739 1.8904
O 14.5238 15.8850 6.7601
H 14.3733 13.5705 2.9235
H 15.4108 16.6424 5.0347
H 12.6451 14.9500 1.8676
C 14.4300 16.5217 5.5114
O 17.2281 17.3385 0.8123
H 14.0287 18.7828 3.6330
C 17.4264 16.0146 -1.0895
H 12.5693 19.6679 1.1039
H 12.6508 11.1932 3.7250
H 11.1320 12.1486 3.8175
C 16.9066 8.3873 -1.0264
H 12.3247 13.2358 1.7030
N 11.5097 10.8959 5.4291
H 13.1974 16.2553 -1.4698
V 17.0385 11.9265 1.2575
H 16.4084 7.5769 -1.5482
```

Output
E_HOMO: -0.37803 Ha
Relative energy (zero: lowest compared OMol25 entry of this formula, charge and spin): 0.000 eV
Strongest force on any atom: 0.0744 hartree/bohr
LUMO level: -2.7 eV
DFT total energy: -124243.8252 eV
Spin multiplicity: 1
HOMO-LUMO gap: 7.57 eV



Entry 6:
Density functional theory data (ωB97M-V with the def2-TZVPD basis set) for a structure of composition C13H30Cl2CuN3O4Pd in a non-equilibrium geometry.

```
54
C13H30Cl2CuN3O4Pd | the OMol25 dataset | ωB97M-V with the def2-TZVPD basis set
O -3.8618 0.8026 1.2576
H 5.6765 -0.8218 -1.1176
C 3.0142 -2.6120 -0.0871
C -2.8988 -3.7120 -1.9559
H 4.5442 5.1005 0.6301
Pd -3.0412 2.5442 0.3900
H 0.9366 4.2258 0.0497
H -5.3076 -2.6412 1.7021
N 3.7836 -1.6949 -0.9312
Cl -0.2226 -3.5239 -2.4809
H -3.8752 -3.9912 -2.3488
H 5.3416 -1.4760 0.4163
C -0.6947 -0.4214 0.5626
O 1.7720 2.8917 -1.7723
H -2.6300 -4.3969 -1.1558
H 5.7803 -2.5587 -1.0026
H -6.2172 -2.0493 3.1423
H 3.8679 6.3105 -0.5455
H 4.9066 4.9584 -1.0168
C -0.2438 1.0330 0.3167
C -5.2407 -2.1476 2.6665
C 5.2216 -1.6985 -0.6424
H 1.6237 5.8790 0.2907
H -2.0578 -3.1977 -3.9424
Cu -0.3244 2.5113 -2.4629
C 2.8227 3.5033 -1.5199
H -5.3372 -0.1874 4.3628
O -1.0776 1.7502 -0.5329
C 3.2659 -1.0382 -1.9240
H 2.0813 4.5988 1.3505
H 2.9647 -2.3773 0.9760
C -4.4114 -0.3078 1.4028
N 2.9239 4.4220 -0.5565
C 1.8177 4.8075 0.3103
C 4.0955 5.2670 -0.3498
H -4.8635 -0.8850 0.5968
C -4.3561 -0.2068 3.8928
N -4.5214 -0.8758 2.5945
H 3.8085 3.3900 -1.9907
O 4.0047 -0.3677 -2.7008
H -0.6654 -1.0452 -0.3282
C -1.8843 -3.8245 -3.0735
H -3.6865 -0.8679 4.4442
H 0.6825 0.8229 -0.2390
H -4.6844 -2.8098 3.3357
H -1.8603 -4.8621 -3.4104
H -0.0385 -0.8489 1.3196
H -1.7111 -0.4364 0.9542
H 1.9690 -2.6048 -0.4090
H 3.4142 -3.6169 -0.2076
H 2.1734 -1.0462 -1.9807
H 0.0309 1.6045 1.2017
H -3.9229 0.7855 3.8517
Cl -2.8873 -2.0569 -1.3328
```

Output
E_HOMO (spin up / spin down): -0.63399 / -0.63265 Ha
Relative energy (zero: lowest compared OMol25 entry of this formula, charge and spin): 0.739 eV
<S²>: 3.767
Strongest force on any atom: 0.0442 hartree/bohr
Total charge: +3
LUMO level (spin up / spin down): -9.5 / -12.8 eV
DFT total energy: -99760.1037 eV
Spin multiplicity: 4
HOMO-LUMO gap (spin up / spin down): 7.76 / 4.40 eV